Entry w
105
Properties=species:S:1:pos:R:3 method="wB97M-V/def2-TZVPD" smiles="CCOS(C)(=O)=O.CCOS(C)(=O)=O.CCOS(C)(=O)=O.CCOS(C)(=O)=O.CCOS(C)(=O)=O.CCOS(C)(=O)=O.CCOS(C)(=O)=O" orbital_gap_ev=11.049 lumo_energy_ev=0.16
C 2.68832 2.03518 -6.88199
C 2.72385 2.85458 -5.61212
O 2.34679 2.00519 -4.49108
S 3.30078 1.92059 -3.24583
C 4.40926 0.63482 -3.74915
O 4.06922 3.11386 -3.18346
O 2.54729 1.42669 -2.14831
H 1.76548 1.46681 -7.00658
H 3.55335 1.38588 -7.02471
H 2.72146 2.72709 -7.73283
H 3.70257 3.29676 -5.45773
H 1.97249 3.64092 -5.63180
H 4.84539 0.95295 -4.69856
H 3.82075 -0.25177 -3.96866
H 5.18450 0.56147 -2.99494
C 4.15468 4.97514 3.90749
C 3.01603 4.63952 2.98848
O 3.43438 4.84849 1.62027
S 3.03002 3.74272 0.54857
C 4.04382 2.37266 1.02090
O 1.66527 3.38779 0.78144
O 3.46777 4.28823 -0.67404
H 5.09476 4.52138 3.56987
H 4.00401 4.56348 4.90493
H 4.37364 6.04212 3.92266
H 2.68885 3.60379 3.10295
H 2.14322 5.26031 3.18898
H 4.38934 1.89654 0.10699
H 3.42080 1.66989 1.56634
H 4.84625 2.76251 1.63788
C -4.36488 -0.43089 8.39451
C -3.68001 -0.63477 7.05827
O -4.60773 -0.24516 6.02630
S -3.99748 0.26787 4.65398
C -3.10811 -1.14660 4.09989
O -5.13113 0.45582 3.80985
O -3.08460 1.33037 4.90417
H -5.28180 -1.02164 8.44461
H -4.64029 0.60745 8.57089
H -3.72414 -0.75943 9.21383
H -2.77479 -0.02858 7.01031
H -3.44400 -1.68877 6.90637
H -2.69104 -0.90986 3.12114
H -3.77471 -2.00221 4.09750
H -2.22460 -1.26749 4.72701
C 1.52263 -1.49369 -7.30662
C 1.45606 -1.95611 -5.86936
O 0.82829 -0.90753 -5.10344
S 0.64838 -1.10098 -3.55332
C -0.50744 -2.42305 -3.41270
O 1.89012 -1.58956 -3.04050
O 0.04997 0.07190 -3.03402
H 2.30257 -0.76674 -7.52709
H 0.57255 -1.02239 -7.57201
H 1.62608 -2.37038 -7.94596
H 0.89249 -2.88715 -5.82878
H 2.44668 -2.13611 -5.45106
H -0.19210 -3.21936 -4.07805
H -1.50614 -2.08003 -3.66314
H -0.43751 -2.77787 -2.38707
C 2.22848 -0.68902 3.76919
C 3.19310 -1.62410 3.07729
O 3.18864 -1.24447 1.67592
S 3.99734 -2.13771 0.65201
C 2.74277 -3.25241 0.11097
O 4.35114 -1.29618 -0.43812
O 5.02421 -2.81575 1.35882
H 2.53330 -0.54319 4.80735
H 1.18006 -0.97814 3.76683
H 2.31603 0.28763 3.28845
H 4.19789 -1.49288 3.47110
H 2.90911 -2.67278 3.17621
H 3.27322 -4.11135 -0.29272
H 2.16221 -2.71698 -0.63516
H 2.12090 -3.53498 0.95619
C -3.52865 -3.18840 -0.17684
C -4.79124 -2.71498 0.48441
O -5.58287 -2.04906 -0.53759
S -7.03914 -1.55418 -0.13237
C -6.68308 -0.10982 0.81565
O -7.66429 -1.18468 -1.34767
O -7.60803 -2.54792 0.71567
H -2.84800 -3.51971 0.61032
H -3.05076 -2.46088 -0.82393
H -3.76663 -4.06923 -0.77871
H -5.36323 -3.55422 0.87378
H -4.60148 -2.00627 1.29605
H -7.55847 0.53111 0.79680
H -5.84770 0.37173 0.31122
H -6.40589 -0.40156 1.82097
C -3.47775 0.50614 -1.68703
C -2.30391 0.85616 -0.78760
O -1.62362 -0.37336 -0.48750
S -0.69565 -0.40732 0.80357
C 0.72988 0.31396 0.10909
O -1.26474 0.42962 1.80303
O -0.47562 -1.78551 1.09552
H -3.13454 0.04169 -2.61851
H -4.00841 1.39060 -2.04159
H -4.15296 -0.19860 -1.20598
H -1.62556 1.53516 -1.30642
H -2.67264 1.33574 0.11656
H 0.50088 1.28244 -0.32756
H 1.17165 -0.29998 -0.66971
H 1.46641 0.44098 0.90068

---

Entry x
105
Properties=species:S:1:pos:R:3 method="wB97M-V/def2-TZVPD" smiles="CCOS(C)(=O)=O.CCOS(C)(=O)=O.CCOS(C)(=O)=O.CCOS(C)(=O)=O.CCOS(C)(=O)=O.CCOS(C)(=O)=O.CCOS(C)(=O)=O" orbital_gap_ev=11.163 lumo_energy_ev=0.23
C 0.20920 -8.36245 -5.66574
C -0.22266 -8.03832 -4.25697
O -0.67143 -6.68084 -4.17830
S -0.81472 -6.02387 -2.68882
C 0.92826 -5.65879 -2.26593
O -1.50657 -4.78252 -2.90956
O -1.25479 -7.08212 -1.81373
H -0.67735 -8.37110 -6.30420
H 0.64680 -9.35122 -5.78875
H 0.90527 -7.60506 -6.02681
H -0.98609 -8.75351 -3.94686
H 0.59379 -8.14897 -3.53872
H 1.27053 -4.88554 -2.94602
H 1.46776 -6.59749 -2.36317
H 0.97469 -5.34474 -1.22431
C 4.71760 -3.04851 3.42995
C 4.39848 -3.43595 1.99586
O 3.22484 -4.27091 1.95135
S 2.05124 -3.83122 0.92951
C 1.22636 -2.56127 1.86454
O 2.68006 -3.24282 -0.23245
O 1.21257 -4.99402 0.75387
H 5.47660 -2.26758 3.42761
H 5.08522 -3.87636 4.03604
H 3.80680 -2.71922 3.93458
H 4.42773 -2.61347 1.28451
H 5.20723 -4.08558 1.64805
H 0.18561 -2.53547 1.54998
H 1.66931 -1.59533 1.62656
H 1.39497 -2.73875 2.92212
C 0.10659 -1.94416 -2.01109
C -0.38991 -0.52314 -1.72382
O 0.55205 0.47389 -2.06906
S 1.11618 1.36798 -0.81427
C -0.37636 2.14857 -0.31335
O 1.50048 0.45943 0.22674
O 2.02762 2.30539 -1.37998
H -0.59355 -2.70192 -1.65734
H 0.99421 -2.15226 -1.40811
H 0.32847 -2.02980 -3.07471
H -1.35032 -0.33814 -2.20726
H -0.54709 -0.53239 -0.63986
H -1.04396 1.32848 -0.03788
H -0.78924 2.75254 -1.11714
H -0.31877 2.72054 0.61301
C -3.22650 4.47951 0.03754
C -3.54570 3.13138 0.68378
O -2.85210 3.17416 1.95539
S -3.44497 2.35914 3.23783
C -3.13292 0.64192 2.76120
O -2.57708 2.76656 4.30250
O -4.87553 2.54796 3.32026
H -3.92167 4.56178 -0.80521
H -2.19012 4.48980 -0.28555
H -3.48058 5.27906 0.72606
H -4.62271 3.02698 0.82816
H -3.15288 2.27271 0.13576
H -2.16895 0.63634 2.26755
H -3.93038 0.38879 2.06606
H -3.28271 0.02044 3.63912
C -3.73117 -1.45416 -4.44087
C -3.50750 -2.19872 -3.12869
O -4.13884 -1.50190 -2.04927
S -3.76386 -2.01888 -0.55467
C -5.38989 -2.26985 0.14580
O -3.08918 -3.28034 -0.69402
O -3.17005 -0.89312 0.11153
H -3.14456 -0.53518 -4.43646
H -4.79108 -1.19223 -4.42812
H -3.42241 -2.06865 -5.28020
H -3.88382 -3.22098 -3.18019
H -2.43134 -2.26598 -2.96085
H -5.28042 -2.68802 1.14661
H -5.90501 -3.04840 -0.41263
H -5.89133 -1.30795 0.18374
C 2.52535 5.66083 -2.43310
C 2.69687 6.90525 -1.55753
O 3.25039 6.42982 -0.31880
S 3.66901 7.45011 0.85294
C 2.02161 7.86769 1.45578
O 4.33342 6.71924 1.89860
O 4.21220 8.66541 0.28049
H 2.46856 5.98994 -3.47136
H 1.62763 5.11429 -2.15384
H 3.39925 5.02143 -2.34186
H 3.47676 7.52923 -2.00031
H 1.77906 7.46997 -1.39259
H 1.37502 7.02311 1.67026
H 1.51888 8.55051 0.77416
H 2.25328 8.43107 2.36111
C 2.32481 4.24738 2.78919
C 2.36897 2.72717 2.72430
O 1.01536 2.22781 2.73956
S 0.73533 0.84023 3.54396
C 0.55375 1.54643 5.19981
O -0.48697 0.34509 3.00933
O 1.92731 0.02962 3.52988
H 1.64418 4.61435 2.02444
H 3.32333 4.67268 2.81871
H 1.90338 4.50487 3.76818
H 2.80240 2.41286 1.77399
H 2.90787 2.32009 3.57961
H 1.46150 2.10951 5.38502
H 0.34561 0.73563 5.89212
H -0.33262 2.17418 5.11565

---

Entry y
105
Properties=species:S:1:pos:R:3 method="wB97M-V/def2-TZVPD" smiles="CCOS(C)(=O)=O.CCOS(C)(=O)=O.CCOS(C)(=O)=O.CCOS(C)(=O)=O.CCOS(C)(=O)=O.CCOS(C)(=O)=O.CCOS(C)(=O)=O" orbital_gap_ev=10.177 lumo_energy_ev=0.12
C -3.68613 0.16652 6.30742
C -2.87367 0.33050 4.90576
O -1.74120 1.18469 5.07689
S -1.24101 2.06958 3.86059
C -2.57694 3.39089 4.18922
O 0.01825 2.77055 4.16700
O -1.40463 1.32431 2.62188
H -3.12761 0.01033 7.23033
H -4.41235 -0.61732 6.09225
H -4.18629 1.12207 6.46514
H -2.42422 -0.58601 4.52351
H -3.51085 0.87422 4.20829
H -3.56159 2.95159 4.34912
H -2.63696 3.90939 3.23233
H -2.32350 3.99008 5.06378
C -6.24065 4.11023 0.03480
C -5.83984 2.83134 -0.74061
O -4.46368 2.85603 -1.01718
S -3.43321 2.96714 0.21005
C -2.00288 2.04326 -0.65307
O -3.09617 4.35081 0.38674
O -3.95795 2.11103 1.28566
H -5.67595 4.26846 0.95359
H -7.22926 3.84561 0.40995
H -6.27229 5.01695 -0.56932
H -6.23650 1.95789 -0.22305
H -6.37087 2.77763 -1.69098
H -2.58338 1.16077 -0.92204
H -1.14004 1.87731 -0.00804
H -1.76073 2.63569 -1.53539
C 1.90156 -1.34524 2.19587
C 2.43325 0.07087 2.28255
O 3.77022 0.29795 2.19598
S 4.35333 1.62166 3.08336
C 3.98866 1.06487 4.85203
O 5.72941 1.63001 2.72991
O 3.46029 2.74656 2.87706
H 0.82770 -1.36441 2.00996
H 1.85360 -1.96956 3.08807
H 2.26861 -2.10554 1.50644
H 2.02169 0.56919 1.40483
H 2.08443 0.60959 3.16358
H 4.87182 1.31571 5.43958
H 4.10177 -0.01907 4.87124
H 3.03131 1.22314 5.34856
C 0.46130 6.65870 -5.38779
C 1.09472 5.23713 -5.19666
O 0.27057 4.37471 -4.38153
S 0.25110 2.76938 -4.62635
C -1.01736 2.72661 -5.93171
O 1.56070 2.33349 -5.09847
O -0.17767 2.06090 -3.40840
H 0.59166 7.25561 -4.48512
H -0.42890 6.76693 -6.00741
H 1.08179 7.23014 -6.07811
H 1.33865 4.85876 -6.18935
H 2.09793 5.32892 -4.78045
H -0.60914 3.29631 -6.76651
H -1.81516 3.34941 -5.52706
H -1.13482 1.65733 -6.10763
C 2.10225 -8.12478 5.65458
C 2.23749 -6.85022 4.87325
O 1.01832 -6.16909 5.10536
S 0.73599 -4.90986 4.09464
C 0.17834 -5.81679 2.51208
O -0.29883 -4.04807 4.66033
O 2.04732 -4.40658 3.60250
H 2.96246 -8.73761 5.38517
H 1.22713 -8.65020 5.27221
H 2.21410 -8.09373 6.73838
H 3.10804 -6.25802 5.15529
H 2.33729 -7.13060 3.82467
H -0.68216 -6.36005 2.90262
H 0.88894 -6.60271 2.25620
H -0.10141 -5.21631 1.64648
C -2.21605 -2.93200 1.68918
C -2.59745 -1.69648 0.93011
O -1.58310 -1.26217 0.00233
S -0.77057 -2.30111 -1.09547
C 0.03309 -1.20545 -2.30077
O 0.34061 -2.87239 -0.37433
O -1.72033 -3.10238 -1.82342
H -1.22589 -2.84196 2.13593
H -1.99436 -3.86529 1.17156
H -3.03875 -3.17910 2.36014
H -3.51639 -1.87082 0.37042
H -2.69374 -0.79712 1.53837
H 0.70958 -0.62884 -1.66991
H -0.73483 -0.66933 -2.85842
H 0.71161 -1.73597 -2.96880
C 1.79393 -1.56613 -5.99192
C 3.19054 -1.79066 -6.61776
O 3.63470 -0.65297 -7.43511
S 5.15538 -0.03791 -7.33559
C 4.91202 0.86599 -5.78405
O 6.12503 -1.11757 -7.15162
O 5.40024 0.85625 -8.45803
H 1.46758 -2.47553 -5.48737
H 1.07970 -1.37735 -6.79338
H 1.83523 -0.72402 -5.30109
H 3.80946 -2.04535 -5.75743
H 3.04314 -2.55731 -7.37843
H 5.61429 1.69687 -5.85148
H 5.13297 0.17179 -4.97326
H 3.85648 1.13726 -5.76575

---

Which of them is most stable, and which least? Most stable: entry w; least stable: entry y.

---

Entry w
20
Properties=species:S:1:pos:R:3 method="wB97M-V/def2-TZVPD" orbital_gap_ev=8.588 lumo_energy_ev=0.92
C 2.00944 0.21871 0.75014
C 1.15817 1.51113 0.82040
C -1.50077 -0.14279 -0.43220
C 1.58661 2.19079 -0.53384
C -1.87302 -2.46694 -0.01623
C -2.37857 -1.24432 -0.84660
N -0.26146 1.36964 0.94709
N -0.96587 0.50788 0.39189
F 1.60686 -0.49316 -0.31203
H 2.99029 0.50974 0.69702
H 1.65973 2.05216 1.72214
H 1.84059 -0.45768 1.54609
H 1.62594 1.64802 -1.44797
H 2.61355 2.54922 -0.51076
H 0.77612 2.94442 -0.68261
H -1.62346 -3.35147 -0.66901
H -2.68138 -2.90371 0.68852
H -0.98463 -2.23510 0.58664
H -3.34989 -1.02811 -0.72216
H -2.24825 -1.17843 -1.97652

---

Entry x
20
Properties=species:S:1:pos:R:3 method="wB97M-V/def2-TZVPD" orbital_gap_ev=8.767 lumo_energy_ev=0.76
C 1.43116 0.88271 -0.85617
C 2.10409 -0.45092 -0.46357
C -1.17650 -0.54219 -0.26932
C 3.02841 -0.25162 0.75848
C -3.56763 0.31273 -0.06807
C -2.38236 -0.50823 0.54449
N 1.02712 -1.41442 -0.25801
N -0.11350 -1.04749 -0.09646
F 0.82036 1.55656 0.19356
H 2.10224 1.63266 -1.26584
H 2.62953 -0.82382 -1.25450
H 0.77419 0.62277 -1.65319
H 2.76176 0.57604 1.52508
H 3.88974 0.32534 0.42343
H 3.20018 -1.22622 1.18666
H -4.44010 0.29996 0.59132
H -4.01686 -0.06854 -1.00388
H -3.44964 1.42119 -0.30831
H -2.60650 -1.43729 0.79256
H -2.01568 0.14078 1.48173

---

Entry y
20
Properties=species:S:1:pos:R:3 method="wB97M-V/def2-TZVPD" orbital_gap_ev=9.596 lumo_energy_ev=1.02
C 1.73818 0.04149 -0.60423
C 0.02501 0.65310 0.60650
C 2.80923 -0.62452 0.13796
C -1.39550 -1.18207 -0.11354
C -2.08526 0.57488 1.69182
C -1.13964 0.06989 0.72332
N 0.42380 0.64280 -2.37713
N 1.54132 0.32245 -1.78419
F 0.23420 1.92895 1.12372
H 3.72008 -0.22019 -0.27438
H 2.50608 -1.72398 0.08081
H 2.71646 -0.49052 1.20124
H -0.51360 -1.72010 -0.31074
H -2.17508 -1.88579 0.26028
H -1.57804 -0.81674 -1.11715
H -1.76757 1.64753 1.82100
H -3.09657 0.51834 1.28599
H -2.19053 0.05242 2.58340
H -0.32082 0.84504 -1.78413
H 0.54824 1.36701 -3.15056

---

Which of them is most stable, and which least? Most stable: entry x; least stable: entry y.